{
  "formula": "C45H77BIO19PS8",
  "method": "ωB97M-V/def2-TZVPD",
  "charge": 0,
  "homo_lumo_gap_ev": 6.82,
  "smiles": "CCB(O)c1c(CC)cc2c(c1S)C(=O)C(P(O)O)=C(C[C@@H](C)I)C2=O.O=S1(=O)CCCC1.O=S1(=O)CCCC1.O=S1(=O)CCCC1.O=S1(=O)CCCC1.O=S1(=O)CCCC1.O=S1(=O)CCCC1.O=S1(=O)CCCC1",
  "lumo_energy_ev": -1.45,
  "molar_mass_g_mol": 1347.3,
  "e_homo_ev": -8.3,
  "multiplicity": 1,
  "elements": ["C", "C", "B", "O", "C", "C", "C", "C", "C", "C", "C", "C", "S", "C", "O", "C", "P", "O", "O", "C", "C", "C", "C", "I", "C", "O", "H", "H", "H", "H", "H", "H", "H", "H", "H", "H", "H", "H", "H", "H", "H", "H", "H", "H", "H", "H", "H", "O", "S", "O", "C", "C", "C", "C", "H", "H", "H", "H", "H", "H", "H", "H", "O", "S", "O", "C", "C", "C", "C", "H", "H", "H", "H", "H", "H", "H", "H", "O", "S", "O", "C", "C", "C", "C", "H", "H", "H", "H", "H", "H", "H", "H", "O", "S", "O", "C", "C", "C", "C", "H", "H", "H", "H", "H", "H", "H", "H", "O", "S", "O", "C", "C", "C", "C", "H", "H", "H", "H", "H", "H", "H", "H", "O", "S", "O", "C", "C", "C", "C", "H", "H", "H", "H", "H", "H", "H", "H", "O", "S", "O", "C", "C", "C", "C", "H", "H", "H", "H", "H", "H", "H", "H"],
  "positions_angstrom": [[-1.044193, -0.025691, 3.712174], [-0.186650, -0.101674, 2.306502], [-1.158741, 0.067198, 0.949610], [-1.928581, -1.066202, 0.398757], [-1.189338, 1.623711, 0.324411], [0.162650, 2.036850, -0.554192], [1.414061, 1.010115, -0.840206], [2.360543, 1.526159, -2.115223], [0.231450, 3.560193, -1.155916], [-1.031675, 4.562744, -0.860576], [-2.398626, 4.135517, 0.003532], [-2.466540, 2.612220, 0.606434], [-4.011665, 2.120371, 1.581144], [-3.584042, 5.293246, 0.231842], [-4.897718, 5.006523, 0.199944], [-2.986258, 6.840193, 0.449567], [-3.851558, 7.999687, 1.696291], [-4.238312, 9.557560, 1.020809], [-5.389249, 7.281855, 2.179102], [-1.750368, 7.222546, -0.344868], [-1.028000, 8.702777, -0.187067], [0.264879, 8.446803, 0.842776], [1.513225, 9.478346, 0.588210], [-0.296166, 8.381742, 2.958927], [-1.017236, 6.147418, -1.395831], [-0.448523, 6.516954, -2.558626], [-1.399176, 1.077901, 3.941296], [-1.960275, -0.759328, 3.717087], [-0.338149, -0.349914, 4.602010], [0.554316, 0.833997, 2.332977], [0.501107, -1.048051, 2.254216], [-2.823547, -1.136124, 0.871527], [2.045704, 0.976622, 0.172239], [1.063237, -0.073995, -1.129488], [1.610977, 1.873243, -2.958946], [3.077851, 0.657888, -2.438798], [2.955686, 2.496130, -1.756402], [1.135852, 4.010227, -1.772191], [-3.762411, 2.469646, 2.917834], [-4.560965, 9.457805, 0.075772], [-6.050373, 7.511568, 1.438569], [-0.565164, 9.111401, -1.195790], [-1.712356, 9.475236, 0.366167], [0.668939, 7.359741, 0.563451], [1.570831, 10.241320, 1.492598], [2.507920, 8.824016, 0.669928], [1.439662, 9.990075, -0.461370], [0.486912, 13.250203, 0.748915], [-0.527838, 13.983299, 1.476230], [-1.105249, 15.214047, 0.973930], [-1.846310, 12.859360, 1.893373], [-1.429260, 12.272078, 3.233492], [-0.892771, 13.445998, 4.051227], [0.046815, 14.242877, 3.147772], [-1.957817, 12.107091, 1.110661], [-2.766438, 13.443595, 1.988667], [-2.267080, 11.777805, 3.733873], [-0.635486, 11.529724, 3.087643], [-1.728298, 14.082315, 4.367345], [-0.377838, 13.107357, 4.955696], [0.018610, 15.310514, 3.379886], [1.074094, 13.874137, 3.214097], [-3.964120, -2.983141, 3.222585], [-5.028103, -2.684736, 2.287156], [-5.337552, -1.331578, 1.870432], [-4.803994, -3.694814, 0.836249], [-5.556099, -4.978907, 1.152783], [-6.865371, -4.541367, 1.807737], [-6.523217, -3.481750, 2.853782], [-3.740127, -3.854200, 0.652498], [-5.258383, -3.170642, -0.009813], [-5.731695, -5.574258, 0.252032], [-4.977186, -5.589820, 1.855693], [-7.526877, -4.108903, 1.047263], [-7.393818, -5.386421, 2.259979], [-7.318280, -2.737722, 2.947681], [-6.318217, -3.933067, 3.828440], [1.036656, -1.968801, 5.592942], [1.703115, -2.534976, 4.439073], [2.272481, -1.711807, 3.390902], [2.945387, -3.678339, 5.009248], [2.208722, -5.004094, 5.129453], [1.331272, -5.104918, 3.882651], [0.628650, -3.759819, 3.706307], [3.365243, -3.332813, 5.955459], [3.727750, -3.730322, 4.246194], [2.904328, -5.844903, 5.205610], [1.577908, -5.003373, 6.026400], [1.961594, -5.309237, 3.008647], [0.606723, -5.921330, 3.962645], [0.473701, -3.522237, 2.650814], [-0.326463, -3.734433, 4.238083], [0.836449, -1.205020, -7.015939], [1.235359, -0.030483, -6.269303], [1.455957, -0.059778, -4.837196], [2.668272, 0.678931, -7.056137], [2.093788, 1.634861, -8.090987], [0.942699, 2.357780, -7.393147], [0.113023, 1.302256, -6.664054], [3.282953, -0.109400, -7.493955], [3.235865, 1.219566, -6.292856], [2.851229, 2.334723, -8.455825], [1.710078, 1.071961, -8.950259], [1.347976, 3.073989, -6.668075], [0.329071, 2.921250, -8.102979], [-0.320141, 1.697557, -5.741762], [-0.677095, 0.901371, -7.304894], [4.032594, -9.483121, 1.953107], [2.979513, -8.513756, 1.735192], [2.305257, -7.842176, 2.828266], [3.570327, -7.287217, 0.585341], [3.217269, -7.853368, -0.781982], [1.804123, -8.417858, -0.644248], [1.760150, -9.234292, 0.646321], [4.641805, -7.131856, 0.722384], [3.026736, -6.357676, 0.779007], [3.274558, -7.087582, -1.561031], [3.912970, -8.658758, -1.046157], [1.085687, -7.591427, -0.582605], [1.526820, -9.029853, -1.508229], [0.776321, -9.185542, 1.119842], [2.037474, -10.277176, 0.469811], [-1.462781, -0.920893, -9.478654], [-0.796323, -1.487070, -10.632522], [-0.226957, -0.663899, -11.680695], [0.445949, -2.630431, -10.062348], [-0.290716, -3.956186, -9.942142], [-1.168166, -4.057011, -11.188944], [-1.870788, -2.711911, -11.365289], [0.865805, -2.284905, -9.116137], [1.228313, -2.682414, -10.825401], [0.404891, -4.796996, -9.865986], [-0.921529, -3.955466, -9.045196], [-0.537844, -4.261329, -12.062949], [-1.892714, -4.873423, -11.108951], [-2.025736, -2.474330, -12.420781], [-2.825901, -2.686526, -10.833513], [3.732072, -6.865998, 8.019307], [4.398531, -7.432173, 6.865439], [4.967896, -6.609003, 5.817266], [5.640802, -8.575535, 7.435613], [4.904138, -9.901291, 7.555819], [4.026687, -10.002116, 6.309017], [3.324066, -8.657016, 6.132673], [6.060659, -8.230010, 8.381824], [6.423166, -8.627519, 6.672559], [5.599744, -10.742100, 7.631976], [4.273324, -9.900570, 8.452765], [4.657010, -10.206434, 5.435012], [3.302139, -10.818527, 6.389010], [3.169117, -8.419434, 5.077179], [2.368952, -8.631630, 6.664448]],
  "forces_ev_per_a": [[0.31, -0.23, 0.50], [0.46, 0.88, -0.26], [-0.36, -0.53, 0.88], [-0.34, 2.25, 1.90], [0.08, 2.50, -1.66], [-2.67, 3.20, 0.01], [0.14, 0.48, 0.08], [-0.86, 0.81, 1.09], [-3.59, -0.86, 2.17], [-0.52, -1.54, 0.97], [2.76, -1.87, -0.48], [3.44, 2.35, -2.07], [1.69, 0.20, -0.30], [-3.90, -1.38, -0.53], [8.39, 2.04, 0.25], [2.36, -0.78, -4.04], [-0.88, 0.36, 1.93], [-0.25, -2.84, -1.62], [1.05, 1.95, -3.40], [-2.54, -0.33, 1.34], [0.58, -0.85, 1.18], [0.93, -0.90, -2.52], [0.39, -0.59, 1.12], [0.32, -0.06, -1.00], [1.82, 0.11, -3.28], [-3.42, -1.98, 7.39], [0.60, -2.29, -0.66], [1.67, 1.48, -0.09], [-1.48, 0.71, -1.87], [-1.45, -2.03, -0.04], [-1.53, 1.75, 0.18], [1.77, 0.29, -0.93], [-1.34, -0.10, -2.26], [0.35, 2.19, 0.84], [1.80, -1.02, 1.50], [-1.49, 1.88, 0.51], [-1.07, -2.26, -0.87], [-2.17, -1.18, 1.46], [0.40, -0.14, -1.44], [0.44, 0.36, 1.38], [1.12, -0.89, 1.59], [-1.27, -1.02, 2.02], [1.05, -1.48, -1.50], [-0.95, 2.29, 0.89], [-0.20, -1.29, -2.28], [-2.14, 1.54, -0.36], [0.16, -0.89, 2.14], [-0.24, 0.34, 0.01], [-0.27, 0.26, -0.28], [0.46, -0.45, -0.09], [-0.39, -0.37, 0.11], [0.09, -0.21, 0.12], [-0.18, 0.01, 0.33], [0.33, 0.21, 0.62], [0.06, 0.20, -0.03], [0.15, -0.03, -0.09], [0.14, 0.01, -0.11], [-0.17, 0.07, 0.00], [0.12, -0.08, -0.05], [-0.08, 0.08, -0.14], [0.09, -0.15, -0.24], [-0.15, 0.06, -0.16], [-0.22, 0.36, -0.27], [-0.01, 0.24, -0.05], [0.50, -0.32, 0.31], [0.13, -0.32, -0.46], [0.04, -0.28, 0.03], [-0.30, -0.17, -0.16], [-0.61, -0.20, 0.33], [-0.06, 0.21, 0.09], [0.09, 0.02, 0.15], [0.05, 0.08, 0.13], [-0.03, 0.08, -0.12], [0.11, -0.06, 0.11], [0.06, 0.16, -0.06], [0.29, 0.00, 0.08], [0.09, 0.16, -0.14], [0.25, 0.12, -0.37], [0.31, -0.05, 0.03], [-0.11, 0.05, 0.48], [0.38, -0.36, 0.25], [-0.15, -0.30, 0.14], [0.03, -0.18, -0.15], [-0.54, -0.34, -0.33], [-0.08, 0.12, -0.16], [-0.11, 0.07, 0.09], [-0.16, 0.33, -0.09], [0.11, 0.04, -0.06], [-0.10, -0.01, 0.19], [0.15, 0.13, -0.08], [-0.04, 0.18, 0.23], [0.16, 0.16, -0.05], [0.18, 0.02, 0.40], [0.02, 0.13, 0.32], [-0.15, -0.43, -0.46], [0.48, 0.16, -0.27], [-0.02, 0.04, -0.30], [0.04, 0.37, -0.04], [-0.56, 0.41, -0.08], [-0.12, -0.03, 0.19], [-0.11, -0.14, -0.03], [-0.10, -0.13, 0.04], [0.07, 0.06, 0.09], [-0.05, -0.10, -0.10], [0.08, -0.11, 0.15], [0.06, -0.27, -0.08], [0.16, -0.12, 0.09], [-0.38, 0.29, 0.28], [0.14, 0.14, 0.07], [0.37, -0.48, 0.03], [0.24, 0.37, -0.32], [0.11, -0.09, -0.25], [-0.23, 0.14, -0.28], [-0.55, -0.36, -0.30], [-0.15, -0.06, 0.19], [0.06, -0.13, 0.06], [0.02, -0.12, 0.13], [-0.04, 0.14, 0.04], [0.11, -0.11, -0.01], [0.01, 0.10, 0.16], [0.26, -0.07, 0.10], [0.05, 0.17, 0.16], [0.17, 0.16, -0.48], [0.33, 0.20, 0.00], [-0.32, 0.07, 0.50], [0.43, -0.31, 0.26], [-0.08, -0.17, 0.18], [0.04, -0.35, -0.17], [-0.53, -0.37, -0.36], [-0.14, 0.17, -0.10], [-0.15, 0.08, 0.03], [-0.09, 0.13, 0.02], [0.14, 0.03, -0.07], [-0.08, 0.04, 0.12], [0.10, 0.14, -0.05], [0.00, 0.17, 0.25], [0.18, 0.13, -0.03], [0.23, 0.14, -0.44], [0.16, 0.03, -0.02], [-0.18, 0.08, 0.49], [0.43, -0.32, 0.23], [-0.08, -0.21, 0.19], [0.08, -0.31, -0.18], [-0.47, -0.34, -0.38], [-0.09, 0.15, -0.17], [-0.13, 0.09, 0.07], [-0.09, 0.14, 0.02], [0.13, 0.02, -0.07], [-0.11, 0.04, 0.11], [0.10, 0.15, -0.05], [-0.03, 0.15, 0.20], [0.18, 0.14, -0.01]]
}